C31H54ClLuP as an isolated structure at a distorted geometry, computed with ωB97M-V/def2-TZVPD.

The geometry in XYZ format:
```
88
Properties=species:S:1:pos:R:3:lowdin_charge:R:1
Lu -1.1337 0.5204 2.6503 0.868
Cl -3.3324 -0.2220 1.8272 -0.098
P -0.0488 0.5285 -0.8035 1.035
C -1.4104 2.6382 2.3599 -0.438
H -0.8415 3.5144 2.7122 -0.162
H -2.2655 3.0272 1.7765 -0.156
C 1.2356 -0.4695 -1.6333 -0.387
C -0.1162 2.2890 -1.3048 -0.363
C 2.6210 0.1451 -1.4184 -0.192
H 1.1910 -1.4063 -1.0492 0.122
C 3.7192 -0.8357 -1.8538 -0.195
H 2.7075 1.0809 -1.9938 0.106
H 2.7607 0.4070 -0.3608 0.079
C 3.5080 -1.3921 -3.2700 -0.208
H 4.6916 -0.3329 -1.7886 0.107
H 3.7391 -1.6723 -1.1397 0.114
C 2.0724 -1.8685 -3.5275 -0.203
H 3.7666 -0.6150 -4.0029 0.109
H 4.2007 -2.2255 -3.4346 0.101
C 1.0167 -0.8350 -3.1087 -0.204
H 1.9412 -2.1189 -4.5866 0.103
H 1.8975 -2.7910 -2.9539 0.113
H 1.0985 0.0684 -3.7336 0.106
H 0.0144 -1.2520 -3.2792 0.086
C -1.6783 -0.2098 -1.1614 -0.395
C 0.2918 2.5419 -2.7650 -0.209
H -1.1904 2.5309 -1.2028 0.122
C 0.0052 4.0018 -3.1360 -0.204
H 1.3643 2.3313 -2.8958 0.100
H -0.2468 1.8737 -3.4560 0.092
C 0.7295 4.9835 -2.2104 -0.214
H 0.2957 4.1759 -4.1783 0.103
H -1.0778 4.1697 -3.0633 0.114
C 0.4907 4.6977 -0.7233 -0.191
H 1.8068 4.9480 -2.4182 0.106
H 0.4027 6.0046 -2.4380 0.100
C 0.6200 3.2186 -0.3298 -0.214
H 1.1913 5.2861 -0.1186 0.107
H -0.5202 5.0335 -0.4538 0.115
H 1.6823 2.9355 -0.2683 0.107
H 0.1889 3.0792 0.6738 0.052
C -1.6380 -1.7404 -1.0296 -0.207
H -2.3029 0.1636 -0.3262 0.032
C -3.0278 -2.3426 -1.2500 -0.207
H -0.9263 -2.1732 -1.7476 0.099
H -1.2726 -2.0240 -0.0314 0.072
C -3.6269 -1.9094 -2.5924 -0.207
H -2.9628 -3.4374 -1.1947 0.101
H -3.6803 -2.0110 -0.4293 0.083
C -3.6898 -0.3851 -2.7128 -0.196
H -3.0136 -2.3109 -3.4099 0.108
H -4.6301 -2.3331 -2.7076 0.103
C -2.3279 0.2795 -2.4690 -0.196
H -4.0551 -0.0998 -3.7052 0.104
H -4.4066 0.0095 -1.9809 0.119
H -1.6671 0.0788 -3.3291 0.096
H -2.4709 1.3710 -2.4409 0.106
C -0.6799 -3.0486 2.1663 -0.135
C -0.6411 -2.2359 3.1740 -0.204
H 0.0491 -2.9549 1.3502 0.107
C -1.6707 -2.2052 4.2819 -0.221
H 0.2385 -1.5711 3.3217 0.062
C -2.4808 -3.5200 4.3415 -0.197
H -1.2023 -2.0188 5.2599 0.110
H -2.3927 -1.3755 4.1256 0.050
C -2.8786 -4.0051 2.9458 -0.204
H -1.8563 -4.2884 4.8151 0.110
H -3.3722 -3.3930 4.9681 0.106
C -1.6459 -4.1880 2.0417 -0.185
H -3.4229 -4.9526 3.0259 0.102
H -3.5538 -3.2771 2.4789 0.094
H -1.1625 -5.1402 2.3157 0.113
H -1.9610 -4.3114 0.9962 0.095
C 3.5915 0.3533 2.1926 -0.083
C 2.2778 0.8476 2.8067 -0.646
C 2.0976 0.1695 4.1702 -0.095
C 2.3548 2.3707 2.9975 -0.051
C 1.1328 0.5207 1.9140 -0.312
C 0.3953 0.3525 0.9067 -0.415
H 4.4179 0.4630 2.9075 0.069
H 3.8494 0.9259 1.2924 0.068
H 3.5187 -0.7066 1.9164 0.080
H 2.9647 0.3693 4.8163 0.074
H 1.2070 0.5358 4.7057 0.073
H 2.0116 -0.9180 4.0573 0.067
H 2.4806 2.8767 2.0308 0.073
H 1.4380 2.7652 3.4562 0.072
H 3.2051 2.6399 3.6400 0.078
```

As for the total charge: -1. The calculation puts the lowest unoccupied orbital energy at 0.095 Eh. The value obtained for the HOMO-LUMO gap is 3.7599 eV. The calculation puts the total energy at -3250.56711 Eh.